DFT (the ωB97M-V functional and the def2-TZVPD basis) results for a cluster of 2 separate species, C19H34F3NO8P2S in total in a non-equilibrium geometry.

Computed properties:
gap between HOMO and LUMO: 3.336 eV
largest force on an atom: 2.1 eV Å⁻¹
E_LUMO: -2.22 eV
HOMO: -5.558 eV

Structure (XYZ):
```
68
C19H34F3NO8P2S (the ωB97M-V functional and the def2-TZVPD basis)
C -0.3188 4.9134 0.6722
C -1.3962 3.9267 0.1838
O -0.7502 2.8987 -0.6512
C -0.9280 1.6637 -0.1464
C -2.1411 1.0365 -0.3879
C -3.1951 1.7415 -1.2321
C -4.4638 2.0357 -0.3781
C -5.7801 2.0264 -1.1713
F -6.5944 1.0843 -0.6686
F -6.3741 3.2392 -1.0278
F -5.6341 1.8483 -2.4816
C -2.3273 -0.2521 0.1313
P -3.9220 -1.1397 -0.2032
O -4.4409 -0.8409 -1.5516
C -1.2827 -0.8336 0.8872
C -1.5475 -2.2133 1.4681
S -0.9798 -3.4692 0.2520
O -1.8904 -4.5710 0.2711
O 0.3835 -3.7474 0.5717
C -0.0947 -0.1718 1.0782
C 1.0038 -0.8539 1.8527
O 2.1242 -1.0157 1.0442
C 3.2754 -1.4714 1.7661
O 4.1420 -1.7658 0.7494
C 4.1642 -3.1569 0.4155
C 3.8685 -3.1907 -1.0853
O 4.0236 -4.4967 -1.6303
N 0.0699 1.0759 0.5592
P 1.5963 2.0681 0.6641
C 2.2227 2.0394 2.4183
C 2.8500 1.2679 -0.4677
C 3.4069 2.3738 -1.4235
H 0.1102 4.6330 1.6364
H -0.7116 5.9358 0.6945
H 0.4834 4.8947 -0.0737
H -2.1401 4.4792 -0.3992
H -1.8666 3.3883 1.0156
H -3.3954 1.0882 -2.0878
H -2.8222 2.6800 -1.6446
H -4.4746 1.3292 0.4560
H -4.3386 3.0232 0.0816
H -4.8396 -0.7369 0.7970
H -3.6846 -2.5318 -0.0939
H -1.0421 -2.3672 2.4229
H -2.6080 -2.3925 1.6622
H -1.0610 -2.8301 -0.9653
H 1.1920 -0.3291 2.8093
H 0.6642 -1.8527 2.1589
H 3.7246 -0.7131 2.4283
H 2.9690 -2.3379 2.3786
H 5.1394 -3.5818 0.6998
H 3.3736 -3.7531 0.8948
H 2.8062 -2.9006 -1.1604
H 4.4353 -2.4468 -1.6527
H 3.9657 -5.1506 -0.9267
H 2.6738 2.9961 2.6939
H 1.4466 1.7510 3.1343
H 3.0307 1.2955 2.4533
H 2.3070 0.5472 -1.0974
H 3.6157 0.7152 0.0816
H 2.7317 3.2357 -1.4180
H 3.4769 1.9504 -2.4292
H 4.4117 2.6433 -1.0822
C 0.3030 -2.9260 -2.7998
O 1.3620 -2.1338 -2.9389
H -0.3663 -3.0312 -3.6884
H 0.5052 -3.9927 -2.5318
H -0.4473 -2.6276 -1.9875
```

=====

DFT (the ωB97M-V functional and the def2-TZVPD basis) results for a structure of composition C7H18CuF3N6O5 in a non-equilibrium geometry.

Computed properties:
energy relative to the best compared isomer or geometry (same formula, charge and spin): 8.6 kcal per mole
gap between HOMO and LUMO: 7.920 eV
largest force on an atom: 2.9 eV Å⁻¹
E_LUMO: 0.30 eV
HOMO: -7.616 eV

Structure (XYZ):
```
40
C7H18CuF3N6O5 (the ωB97M-V functional and the def2-TZVPD basis)
Cu 2.7179 11.0294 15.9789
C 5.4658 13.2483 16.7051
O 6.0934 13.2121 18.0094
O 4.2244 12.7770 16.8399
C 5.6784 14.6717 16.1029
F 4.9399 15.6008 16.7467
F 6.9459 15.1132 16.0848
F 5.2986 14.7093 14.7979
C 7.4682 12.9331 18.0565
C 8.0093 13.2411 19.4687
H 9.0332 12.8946 19.5812
H 7.8991 14.3203 19.5891
H 7.3347 12.8522 20.2359
H 8.0175 13.7134 17.5193
H 7.8356 11.9550 17.7351
H 6.0813 12.5447 16.1237
C 1.4833 10.2834 13.2734
O 2.5261 10.6687 13.8449
N 1.1916 10.6398 12.0263
N 0.5893 9.4572 13.8608
H 1.5965 11.4232 11.5461
H 0.6303 10.0552 11.4331
H 0.6765 9.0920 14.7986
H -0.1532 9.2221 13.2299
C 1.5247 8.7239 17.6923
O 1.3898 8.8277 16.4569
N 0.8064 9.5409 18.4906
N 2.2950 7.8396 18.3476
H 0.8900 9.5560 19.4898
H 0.0291 10.0046 18.0550
H 3.0224 7.4133 17.7977
H 2.2568 7.8132 19.3467
C 1.1527 13.0509 17.9493
O 1.1364 12.1468 17.1186
N 2.1954 13.7356 18.4656
N -0.0258 13.3307 18.5987
H 3.1245 13.5687 18.0754
H 2.0529 14.4721 19.1258
H -0.8501 12.8148 18.3548
H -0.1219 14.0034 19.3360
```